# 1
Formula: C29H43Br2IN5O8S2
Source: OMol25
Level of theory: ωB97M-V with the def2-TZVPD basis set

Geometry as ORCA input:
```
! RIJCOSX wB97M-V def2-TZVPD def2/J DEFGRID3
* xyz 1 1
H 2.73 6.05 0.80
O -4.06 5.34 -0.75
H -6.16 6.05 0.88
H -5.26 0.48 -3.99
C 0.88 -2.88 -0.21
C 1.43 3.41 -0.95
N -3.20 -3.06 3.24
H 3.38 2.68 0.65
H -6.66 4.70 -1.12
H 0.25 0.99 -3.50
C -4.33 -1.55 -3.91
C 3.62 3.68 0.15
N -1.69 -2.37 -0.91
C -3.54 6.29 0.08
H -6.61 3.23 -0.12
H 3.04 -0.26 -2.41
H -4.37 -2.69 -1.99
H -0.91 -3.71 1.63
C -1.91 -3.99 1.12
H -5.51 4.91 2.09
O -3.45 -5.35 2.64
H 1.48 -1.85 -4.46
H -5.42 -1.91 -4.04
H -5.63 3.36 -1.60
H 5.75 3.67 -0.50
H -0.25 5.89 -0.29
C -2.48 -2.74 0.30
H -2.32 -2.52 3.40
H -3.39 0.48 -3.75
C -1.13 -2.12 -5.31
H 4.11 4.36 0.95
C 0.79 6.38 -0.25
H -4.15 0.16 -5.47
H 3.39 -3.45 1.09
C 1.52 -1.68 -3.31
C -2.93 -4.24 2.37
H -4.22 3.69 0.45
C -3.88 -1.71 -2.37
C -6.01 3.91 -0.73
O 5.83 -1.64 3.57
O -4.16 6.27 1.29
C -4.86 4.49 0.06
N 2.43 4.36 -0.45
O -2.66 7.04 -0.22
C -5.30 5.43 1.15
C 4.74 3.41 -0.98
C 0.10 -1.87 -2.61
N -0.99 -3.08 -6.01
H -3.70 -2.21 -4.62
H 1.14 6.73 -1.30
S 1.84 2.64 -2.61
O 6.92 -3.17 4.84
C -4.26 0.02 -4.35
H 5.62 -5.38 3.93
C 5.85 -2.69 4.16
H -1.74 -4.94 0.50
C -0.27 -2.39 -1.19
H 0.66 7.31 0.43
C 2.14 -0.17 -3.12
C 4.23 -5.49 5.57
C 2.72 -2.73 1.68
C -2.31 -1.89 -2.15
C 1.07 0.93 -2.70
C 5.29 -4.76 4.78
H 6.17 -3.93 6.60
H 3.90 -4.89 6.43
Br 1.13 -0.14 0.85
O 4.79 -3.54 4.25
N -1.26 -1.59 -3.09
H 4.61 -6.45 5.94
Br 1.30 -4.84 -0.29
H 4.57 4.17 -1.83
I -4.76 -0.15 -1.07
H 7.24 -5.04 5.70
H 3.42 -1.90 2.08
H 3.35 -5.67 4.95
C 6.45 -4.29 5.60
C 1.84 5.39 0.45
C 1.58 -2.07 0.72
H 2.25 -3.34 2.53
H 2.27 -2.41 -2.87
H 4.75 2.32 -1.33
O -1.30 -1.08 -4.35
H -3.87 -2.41 2.80
S -0.01 3.04 -0.13
H -3.55 -3.03 -0.04
H 2.56 0.15 -4.15
H -2.62 -1.79 0.94
H 0.55 0.74 -1.69
H 1.43 4.93 1.44
*
```

Computed properties:
Maximum force = 6.04 eV/Å
DFT total energy = -224440.74990 eV
Kohn-Sham gap = 0.2407 Eh
HOMO level = -10.70 eV

Mulliken atomic charge list, values in e, 5 entries:
1. H 0.431
2. O -0.348
3. H 0.313
4. H 0.337
5. C -0.829


# 2
Formula: C75H173N11O14
Source: OMol25
Level of theory: ωB97M-V with the def2-TZVPD basis set

Geometry as ORCA input:
```
! RIJCOSX wB97M-V def2-TZVPD def2/J DEFGRID3
* xyz 0 1
H 5.61 0.26 -0.64
C -3.11 -4.78 -3.81
H -1.43 -4.47 3.70
C 1.42 6.02 2.19
H 2.39 5.04 -0.80
C 2.97 -2.43 -2.43
H 2.63 0.66 -0.39
H 7.77 -2.25 0.89
H 0.21 3.30 0.75
H 3.76 -3.60 2.52
H -2.12 2.54 1.42
C 2.65 1.22 -5.93
C 2.51 3.96 -3.04
C 7.87 -0.58 -2.36
H -0.23 5.18 -5.85
H -0.84 -5.16 -5.27
C 4.82 6.89 -2.27
H 5.23 -0.32 2.86
H 4.88 4.93 -1.61
H 2.73 4.93 -5.27
H -5.70 -2.33 4.31
H 0.99 5.38 1.38
C 4.82 7.67 -4.66
H -1.44 0.58 -2.27
H 5.37 -1.80 0.77
C -0.10 -1.54 1.11
O -0.15 0.95 4.17
C -3.05 -7.30 -3.71
H -4.92 -5.02 4.30
H -2.82 -2.98 1.87
H 4.25 7.78 -2.04
H -1.17 6.94 3.25
N -3.13 1.96 -0.80
C 2.21 1.68 -0.26
H 0.68 6.83 2.33
H 0.48 5.83 -3.93
C -0.89 -3.30 6.37
H -2.20 -0.34 -6.88
H -4.54 -2.49 1.96
C 1.71 5.26 3.44
O -0.65 -8.22 5.17
H -2.18 -6.51 0.43
O 0.52 -0.55 0.30
H 3.47 2.00 -5.92
C -2.31 -3.55 5.91
H 1.83 1.67 -7.83
H -3.16 5.20 -7.89
C -4.28 -4.56 3.51
H -3.09 -0.60 -1.07
H 1.69 2.35 4.99
H 0.32 -1.83 -2.02
H 0.02 1.04 1.44
C 4.39 5.86 -1.37
H 5.41 5.16 -5.15
H 2.75 2.37 -0.85
C -0.68 -2.00 -6.53
H -1.98 6.30 -7.13
C -2.26 0.99 -2.85
O -1.33 -3.51 3.79
H -0.29 -3.18 -4.11
H 0.46 -0.38 5.62
H 6.54 5.62 -3.92
O -0.42 -6.88 -2.81
H 2.68 -3.06 -1.61
H 2.44 5.69 5.37
H -2.07 -5.58 5.23
N -0.31 -6.30 3.12
H -6.01 0.40 -0.72
H 3.51 3.61 -2.80
H -2.44 -7.92 4.18
H -1.11 0.70 0.16
H 5.82 8.09 -4.50
H -4.31 -0.81 -2.32
H 8.79 -0.06 -2.02
H -2.98 -4.30 -0.34
H -3.49 -5.58 6.20
C 6.54 -0.24 -0.31
H 2.50 -4.81 4.28
H -4.41 -1.37 4.91
H -2.36 4.42 5.58
H -4.30 -0.19 -6.05
C -1.55 0.59 3.87
C 2.37 5.46 -2.84
H 4.08 8.43 -4.43
C 0.70 -1.58 -3.04
H 1.86 3.35 -2.39
H -2.48 -1.80 -7.79
N 7.39 -1.52 1.49
H -2.40 6.13 4.13
H 1.93 2.01 7.24
C -0.82 -7.60 2.82
H 2.35 -2.55 2.90
C -0.08 3.04 -5.56
N 1.05 3.03 -6.43
H -0.83 2.28 -5.79
H 0.48 5.68 6.39
H 2.76 3.66 2.37
H 2.26 3.70 -4.09
H 4.79 5.99 -0.39
H 1.69 -6.99 3.38
C 4.58 6.49 -3.70
C -3.74 -3.15 3.89
C -2.24 -6.69 -0.64
H -3.88 -4.86 -4.58
C -4.64 1.83 -2.93
H 0.67 6.84 -2.47
H -3.35 -1.36 2.54
O -1.69 4.21 -6.84
H 1.33 7.84 5.75
C -4.22 -1.28 -6.00
C -2.29 -5.98 -3.84
H 3.14 0.39 -6.35
C -3.72 -4.48 -2.46
H -1.68 3.18 -0.91
H 3.47 -1.49 -2.11
H 3.57 1.19 4.01
H -3.57 -7.58 -4.66
H -0.77 3.91 6.20
H -1.52 -7.47 1.99
H 3.67 -3.11 -2.92
C -1.27 -8.77 6.30
H -1.95 -5.42 6.97
C -1.36 4.13 5.33
H -0.26 -4.14 6.14
H -1.72 1.09 2.90
H 4.75 0.54 1.46
H -5.33 -0.96 0.08
H -1.81 -7.68 -0.94
C 5.50 5.32 -4.02
C -0.29 -2.10 -4.10
H 0.81 3.58 -7.27
H -4.54 -1.61 -6.95
C 1.84 1.31 5.36
H 2.90 6.95 4.24
C -4.52 0.97 0.77
H -3.35 -6.86 -0.80
H -4.70 4.08 -0.67
H 1.04 -1.48 -5.51
C -3.59 -2.45 2.51
C -5.07 3.30 0.05
C -3.26 -2.81 6.79
C -2.53 5.37 -7.02
C 3.36 0.51 -3.89
H 7.22 -1.97 2.37
H -0.41 -4.46 0.19
H 2.85 3.64 4.13
C 2.69 0.55 4.31
H 2.75 -2.96 1.15
H 5.89 7.10 -2.30
H -3.12 5.62 -6.15
H 8.17 -1.50 -2.90
H 4.68 7.37 -5.70
C -1.63 -5.52 -1.39
H -4.44 -5.29 -2.25
H -5.65 1.76 -2.59
H -0.91 -3.09 -6.45
H -1.14 -9.85 6.31
H 0.11 -1.31 2.19
H 0.47 -6.60 -3.06
C -3.11 2.99 1.36
C 1.62 -4.82 3.62
C -2.09 -1.41 -6.84
C 0.99 -6.19 3.76
H -1.55 -0.49 3.90
H 0.31 -5.88 -0.39
C -4.00 2.29 0.30
H -2.41 0.30 -3.72
H -1.35 -1.80 -3.82
H 2.38 1.92 0.81
N 0.58 4.52 3.93
C 2.09 6.33 4.52
C 6.14 -1.05 0.96
H 2.98 0.40 -2.85
C 2.74 -3.38 2.19
H -3.38 -5.17 3.28
C -0.08 6.22 5.54
C -2.60 -4.35 -1.42
H -0.76 -8.36 7.15
H -3.22 -3.17 7.82
N 0.11 3.04 -0.21
N -2.40 -2.99 4.57
H 0.93 -4.09 4.02
N -1.28 -5.75 -2.79
C -0.33 -5.05 -0.71
H -1.64 -9.41 3.79
H -4.47 2.85 -3.26
O 0.16 3.55 2.95
H -0.35 -2.43 5.93
H -3.83 -7.39 -2.91
H -4.30 -3.56 -2.29
H 7.32 0.53 -0.20
H 0.85 -6.34 4.84
H -0.02 -1.98 -7.41
H -1.80 5.36 2.66
H -3.77 0.46 1.35
C -1.56 -6.00 -5.17
O 2.29 0.92 -4.66
H -1.52 3.28 4.70
H 0.22 5.14 -2.40
C 0.92 7.15 5.03
C -1.47 -8.35 4.00
H -2.98 4.00 1.06
C -4.71 -2.41 4.83
H -2.32 -8.14 -3.54
H 0.71 -0.51 -3.12
H -5.30 3.89 0.95
H 5.42 4.44 -3.42
H 2.00 0.33 3.51
H -0.89 -6.84 -5.34
H 7.23 0.04 -3.01
N 3.10 6.25 -3.82
H -4.54 1.24 -3.85
C 2.88 4.29 3.28
C -0.57 5.20 4.53
H -1.94 1.88 -3.42
H -0.16 -5.82 2.22
O -2.95 -1.82 -5.78
H -0.18 1.26 6.21
C -3.56 1.22 -2.02
H 0.04 -8.25 2.45
H -1.97 -3.50 -1.65
H -2.26 -5.90 -6.00
O -2.59 3.18 -1.27
O 1.92 -2.17 -3.34
C -4.01 -0.17 -1.48
H -1.51 4.59 -4.82
H 0.74 0.88 -6.72
C -2.51 -5.10 6.09
O 2.72 5.91 -5.22
H -1.03 6.53 5.93
H -5.10 -3.93 6.30
C -1.52 5.95 3.58
H 3.31 1.75 6.67
H 0.22 -4.46 -1.45
H -4.81 -4.51 2.57
H 0.49 7.74 4.26
H 3.06 -0.42 4.71
C 0.40 0.72 5.43
H 2.50 6.72 -1.14
H -0.71 -3.24 7.47
C -5.04 0.05 -0.33
H -3.10 -1.70 6.79
H 0.32 -2.58 0.91
N 2.40 1.33 6.68
H -1.21 -1.45 0.94
H 0.44 1.42 -1.50
H 0.22 2.78 -4.52
H -5.32 -2.27 6.85
C 2.90 5.76 -1.45
H -3.52 2.97 2.41
H 6.40 0.70 2.20
C -0.91 4.33 -5.69
H -2.35 -8.51 6.39
C 5.60 0.03 1.93
H 0.10 2.64 3.38
H -5.97 2.86 -0.34
O 1.82 -4.47 2.28
O 7.08 -1.11 -1.31
C 1.50 1.64 -6.81
H 3.83 4.77 3.26
C 0.84 5.86 -2.91
H 3.71 -0.50 -4.23
C 0.69 1.67 -0.47
H -4.84 -1.72 -5.23
H 4.16 1.29 -3.84
H -2.54 -3.87 -4.10
H 0.61 3.75 -0.77
H -2.22 0.91 4.63
N 0.05 -1.52 -5.41
C -0.06 0.68 0.43
H 2.27 6.51 1.76
H -5.30 1.31 1.48
C -4.70 -2.95 6.25
*
```

Computed properties:
Maximum force = 3.73 eV/Å
DFT total energy = -125624.13698 eV
Kohn-Sham gap = 0.3179 Eh
SMILES string = CC1(C)CCCC(C)(C)N1O.CC1(C)CCCC(C)(C)N1O.CC1(C)CCCC(C)(C)N1O.CC1(C)CCCC(C)(C)N1O.CC1(C)CCCC(C)(C)N1O.COC[C@H](C)N.COC[C@H](C)N.COC[C@H](C)N.COCCNCCOC.COCCNCCOC.COCCNCCOC
HOMO level = -8.05 eV

Mulliken atomic charge list, values in e, 5 entries:
1. H -0.088
2. C -0.488
3. H -0.736
4. C -1.582
5. H -0.275


# 3
Formula: C5H12I2N
Source: OMol25
Level of theory: ωB97M-V with the def2-TZVPD basis set

Geometry as ORCA input:
```
! RIJCOSX wB97M-V def2-TZVPD def2/J DEFGRID3
* xyz 1 1
H -1.22 -1.12 1.77
H 2.29 -1.17 0.12
H -1.75 -1.92 0.50
H -0.45 3.70 -0.59
C -0.42 1.63 -0.16
C 0.33 -1.64 0.38
I -1.86 -0.35 -1.93
N -0.93 -1.83 1.12
H 0.92 3.04 -1.47
H -1.43 1.78 0.27
H -0.70 2.63 -2.01
I 0.43 -3.43 -0.92
H 0.76 0.28 -1.50
H 0.31 1.71 0.68
C -0.24 0.37 -0.94
C 1.65 -1.24 0.96
C -0.13 2.81 -1.10
H -1.13 -2.80 1.72
H 2.04 -2.10 1.66
H 1.52 -0.35 1.43
*
```

Computed properties:
Maximum force = 4.91 eV/Å
DFT total energy = -23060.65456 eV
Kohn-Sham gap (alpha / beta) = 0.2880 / 0.2881 Eh
ΔE to the lowest compared entry with this formula, charge and spin = 354.3 kJ/mol
HOMO level (alpha / beta) = -12.20 / -12.21 eV

Mulliken atomic charge list, values in e, 5 entries:
1. H 0.365
2. H 0.386
3. H 0.307
4. H 0.364
5. C -0.098


# 4
Formula: C20H29BF4N5O2PdS2
Source: OMol25
Level of theory: ωB97M-V with the def2-TZVPD basis set

Geometry as ORCA input:
```
! RIJCOSX wB97M-V def2-TZVPD def2/J DEFGRID3
* xyz 3 1
H 5.37 -2.34 -2.24
C 1.96 -2.58 3.03
H 1.58 2.62 -1.36
H 1.57 1.55 -3.61
H -0.42 3.69 -1.43
H -4.41 0.71 -2.16
N 2.87 -3.55 3.19
H 0.71 -0.60 -4.08
C 1.34 0.96 -2.72
C -0.95 0.19 5.79
H 1.92 -2.69 1.05
F -1.76 2.54 2.58
F -2.10 2.67 0.26
H 5.23 -3.79 -4.24
C -0.41 2.73 -1.94
O -1.97 0.56 -1.27
H 0.71 -0.51 7.57
S -2.00 1.96 -1.48
C -4.56 4.56 -2.87
H 0.66 1.30 -0.70
C -4.48 1.77 -2.38
C 0.43 -0.19 -3.11
H -1.33 0.00 6.79
S 0.51 -1.69 -2.06
C 4.33 -3.38 -3.81
Pd 0.33 -0.75 1.37
C 0.91 -1.20 6.74
N 1.53 -2.21 1.86
H -0.59 0.34 3.49
C 3.10 -3.67 -4.38
C -5.61 2.34 -2.91
H 3.04 -4.31 -5.25
C 3.25 -2.04 -2.12
B -1.60 1.81 1.48
C 1.93 -3.16 -3.83
H 0.97 -3.41 -4.25
H -0.66 1.24 5.72
H 2.30 0.56 -2.38
C 2.03 -2.34 -2.71
N 0.07 -0.40 3.27
H -6.47 1.73 -3.13
O 0.90 -1.34 -0.61
H 3.30 -1.41 -1.24
C -3.41 4.03 -2.35
H 3.16 -3.87 4.09
C 0.55 -1.01 4.32
H -6.56 4.15 -3.54
F -0.23 1.58 1.15
H -1.76 -0.03 5.09
H 1.98 -1.18 6.59
H -0.62 0.08 -3.18
H 1.80 -2.44 5.04
H -0.60 2.88 -3.01
C 4.41 -2.57 -2.68
F -2.30 0.64 1.42
N 0.19 -0.71 5.56
C -3.37 2.63 -2.13
C 0.82 1.87 -1.61
N 1.49 -2.01 4.18
H 3.22 -4.06 2.39
H 0.57 -2.19 7.04
H -2.57 4.66 -2.10
H -4.64 5.62 -3.05
C -5.65 3.72 -3.14
*
```

Computed properties:
Maximum force = 1.27 eV/Å
DFT total energy = -69430.76112 eV
Kohn-Sham gap = 0.2089 Eh
HOMO level = -16.41 eV

Mulliken atomic charge list, values in e, 5 entries:
1. H 0.426
2. C 0.640
3. H 0.449
4. H 0.451
5. H 0.671


> DFT total energy of number 3 (C5H12I2N)?

-23060.65456 eV


> Which formula does entry 4 have?

C20H29BF4N5O2PdS2


> Which of these has the highest DFT total energy?

C5H12I2N


> Which of these has the lowest DFT total energy?

C29H43Br2IN5O8S2